(1)
Formula: C14H11N5OPdS
Source: the Open Molecules 2025 dataset
Level of theory: wB97M-V/def2-TZVPD

Computed properties:
<S²>	2.008
spin multiplicity	3
LUMO level (spin up / spin down)	-0.76 / -1.59	eV

XYZ file:
```
33
Properties=species:S:1:pos:R:3:forces:R:3
Pd -0.1941 0.2327 -0.1662 -0.211 -0.347 0.272
N -3.3859 -0.5396 2.6703 0.040 0.116 0.055
C -2.2508 -0.3987 1.9581 0.220 -0.220 -0.688
S -2.4592 -0.4534 0.2291 0.315 0.170 -0.093
N -1.1223 -0.2982 2.6272 -0.392 -0.079 1.601
N -0.0065 -0.1928 1.9342 0.908 0.476 -1.230
C 1.1861 -0.1381 2.4587 -1.510 -0.174 0.314
C 1.4106 -0.1864 3.9163 -0.043 -0.065 0.212
C 0.8040 0.7574 4.7400 0.091 -0.011 -0.076
C 1.0189 0.7254 6.1056 0.024 0.057 0.045
C 1.8276 -0.2544 6.6599 0.006 -0.012 0.051
C 2.4221 -1.2056 5.8459 0.083 -0.035 0.099
C 2.2232 -1.1685 4.4777 -0.171 0.047 -0.060
C 2.3120 0.0200 1.5485 0.701 0.114 -0.869
C 3.5944 0.3453 2.0095 -0.386 -0.093 0.009
C 4.6194 0.5228 1.1028 -0.168 -0.014 -0.478
C 4.3527 0.3691 -0.2531 0.121 -0.026 0.273
C 3.0605 0.0585 -0.6409 0.051 -0.039 -0.067
N 2.0667 -0.1156 0.2225 0.043 0.337 0.340
H -4.2563 -0.4924 2.1690 0.046 0.041 0.083
H -3.3782 -0.3368 3.6548 0.089 -0.077 0.062
H 0.1799 1.5217 4.3020 -0.080 0.024 -0.033
H 0.5604 1.4733 6.7369 -0.030 0.018 0.041
H 1.9967 -0.2752 7.7267 -0.001 -0.014 0.071
H 3.0461 -1.9765 6.2772 0.012 -0.017 0.018
H 2.6792 -1.9172 3.8456 0.058 -0.041 -0.082
H 3.7754 0.4809 3.0634 -0.072 -0.019 0.091
H 5.6080 0.7993 1.4389 0.052 -0.028 0.040
H 5.1316 0.4907 -0.9882 0.021 0.026 -0.111
H 2.8056 -0.0582 -1.6897 0.028 0.045 0.089
O -1.9202 3.8457 0.1073 -0.711 0.418 0.313
C -1.1709 2.9992 -0.2034 -0.072 0.639 0.022
N -0.3258 2.2445 -0.5691 0.940 -1.216 -0.313
```
Positions in Å, forces in eV/Å.

(2)
Formula: H22O11
Source: the Open Molecules 2025 dataset
Level of theory: wB97M-V/def2-TZVPD

Computed properties:
energy relative to the best compared isomer or geometry (same formula, charge and spin)	31.8	kcal/mol
LUMO level	-0.66	eV

XYZ file:
```
33
Properties=species:S:1:pos:R:3:forces:R:3
O -0.4388 23.5738 -1.9829 -0.225 -0.586 -0.109
H -1.2651 23.1240 -2.1594 -0.202 -0.205 -0.472
H -0.6965 24.4641 -1.7437 0.036 0.541 0.354
O -1.1301 22.9141 0.7902 -0.550 -0.035 0.216
H -0.3800 22.4047 1.0969 0.292 0.065 0.195
H -1.1277 22.7965 -0.1598 0.442 -0.046 -0.383
O 2.2426 23.9517 -1.3097 0.341 -0.384 -0.198
H 1.5586 23.6687 -1.9165 -0.107 -0.203 -0.087
H 1.8769 24.7245 -0.8793 0.140 0.439 0.318
O 1.9907 26.3273 0.1552 -0.157 0.035 -0.225
H 2.5876 26.4831 0.8870 0.148 -0.146 0.345
H 1.6984 27.2005 -0.1063 -0.086 0.237 -0.100
O -2.8299 25.0861 0.8071 -1.010 0.165 -0.200
H -2.2663 24.3140 0.7571 0.556 -0.882 0.120
H -2.9816 25.3321 -0.1054 -0.189 0.080 -0.071
O -0.4908 26.0782 1.6210 0.228 0.430 -0.056
H -0.2614 25.8658 0.7163 0.452 -0.173 -0.102
H -1.3662 25.7096 1.7395 -0.046 0.274 0.145
O 1.0148 25.9032 3.8554 1.134 0.449 0.611
H 0.5675 25.1438 4.2289 -0.170 -0.549 0.086
H 0.5938 26.0360 3.0061 -0.335 0.046 -0.532
O -1.1641 26.2179 -1.2714 -0.037 -0.208 -0.288
H -1.5108 26.3133 -2.1585 0.025 0.261 -0.476
H -1.7026 26.8035 -0.7390 0.031 0.352 0.451
O -2.7341 25.2644 3.4783 -0.183 -0.344 0.400
H -3.0309 25.1377 2.5771 -0.305 0.013 -0.553
H -3.4492 25.7391 3.9019 -0.259 0.083 0.285
O -1.2285 27.2371 4.7242 -0.705 0.743 0.513
H -0.3242 26.9384 4.8199 0.548 -0.126 -0.211
H -1.6989 26.4742 4.3881 0.242 -0.065 -0.194
O -0.6614 23.8440 4.6232 0.299 -0.431 0.289
H -1.4741 24.0191 4.1487 -0.543 0.399 -0.157
H -0.4696 22.9244 4.4394 0.195 -0.231 0.084
```
Positions in Å, forces in eV/Å.

(3)
Formula: C29H31ClN4OPS2V
Source: the Open Molecules 2025 dataset
Level of theory: wB97M-V/def2-TZVPD

Computed properties:
energy relative to the best compared isomer or geometry (same formula, charge and spin)	33.0	kcal/mol
<S²>	3.801
spin multiplicity	4
net charge	-1
LUMO level (spin up / spin down)	2.16 / 1.90	eV

XYZ file:
```
70
Properties=species:S:1:pos:R:3:forces:R:3
V -0.2204 0.6717 0.0926 1.296 -2.148 0.116
Cl 2.1911 6.7453 -2.9226 0.024 0.079 -0.065
C 1.8899 5.2364 -2.1128 -0.001 0.002 0.016
C 2.9660 4.4761 -1.6589 -0.109 -0.057 0.012
C 2.7263 3.2894 -1.0083 0.039 -0.180 0.092
C 1.4224 2.8178 -0.7720 0.013 0.648 -0.240
O 1.2775 1.6840 -0.1163 0.856 0.509 0.067
C 0.3399 3.6130 -1.2367 0.404 -0.283 -0.005
C -1.0242 3.2465 -0.9724 -0.260 -0.324 0.504
N -1.3089 2.1648 -0.3207 -0.674 2.355 -0.908
C -2.5785 1.8191 0.1255 -0.899 -0.115 0.566
C -3.8100 2.1491 -0.4325 0.259 0.029 -0.086
C -4.9690 1.7154 0.1977 -0.110 0.079 0.021
C -4.9246 1.0072 1.3887 0.136 -0.053 0.023
C -3.6980 0.6639 1.9785 0.079 -0.017 -0.141
C -3.5389 -0.0205 3.2175 -0.072 -0.129 0.107
C -2.2527 -0.2383 3.7071 0.092 0.103 -0.108
C -1.1447 0.1401 2.9768 -0.093 -0.141 0.350
N -1.2489 0.7337 1.7535 -0.378 -0.039 0.402
C -2.5140 1.0397 1.3019 -0.537 0.543 -0.167
C 0.6029 4.8118 -1.9144 -0.098 -0.033 -0.010
H 3.9781 4.8209 -1.8201 -0.002 -0.002 -0.032
H 3.5480 2.6775 -0.6578 -0.009 0.006 -0.006
H -1.8043 3.9696 -1.1896 -0.045 -0.040 -0.112
H -3.8435 2.6932 -1.3667 -0.005 -0.034 -0.013
H -5.9285 1.9461 -0.2487 0.014 0.000 0.003
H -5.8417 0.7046 1.8804 -0.007 0.007 -0.007
H -4.4115 -0.3384 3.7733 0.011 0.016 0.006
H -2.1106 -0.7123 4.6704 0.036 0.010 0.006
H -0.1401 -0.0001 3.3526 -0.039 0.044 -0.054
H -0.2270 5.3962 -2.2905 -0.003 0.006 0.000
S -0.5780 -0.1371 -2.0492 0.158 -0.595 -0.240
C -0.4995 1.1540 -3.2724 -0.596 0.096 -0.325
S -1.8721 2.0734 -3.6170 0.043 0.177 0.132
C 0.6608 1.2516 -4.0310 0.030 -0.008 0.340
C 1.7421 0.3433 -3.9289 0.243 -0.160 0.036
N 2.6442 -0.3774 -3.9423 0.042 -0.083 0.178
C 0.8112 2.2427 -5.0374 -0.088 0.157 -0.226
N 0.9826 3.0241 -5.8686 0.024 0.008 0.052
C 0.5137 -2.8382 3.2821 0.009 -0.033 -0.054
C 1.4936 -2.4830 2.1627 -0.148 0.445 0.133
C 2.6017 -1.5675 2.7040 -0.042 -0.131 -0.019
P 0.7297 -1.7227 0.6186 0.442 -1.231 -0.239
C -0.5506 -3.0650 0.2787 -0.094 0.230 -0.033
C -1.8952 -2.6067 0.8568 0.080 -0.018 0.000
C -0.7549 -3.4583 -1.1843 0.133 -0.001 0.048
C 2.0910 -2.0802 -0.6091 -0.012 0.104 0.140
C 2.6715 -3.4919 -0.5892 -0.107 0.008 -0.007
C 3.2148 -1.0388 -0.5113 -0.140 -0.031 -0.060
H 1.0608 -3.3642 4.0690 -0.003 0.003 0.017
H -0.2849 -3.4966 2.9409 -0.010 0.025 0.045
H 0.0616 -1.9510 3.7232 0.001 -0.132 -0.007
H 1.9313 -3.4211 1.8145 0.002 0.036 -0.009
H 2.3101 -0.5164 2.6368 0.042 0.019 0.059
H 3.5266 -1.6924 2.1461 0.001 0.072 0.044
H 2.8112 -1.7980 3.7514 -0.005 0.001 0.001
H -0.2051 -3.9505 0.8224 0.036 0.029 0.023
H -2.2671 -1.7545 0.2815 -0.055 0.000 0.022
H -1.8248 -2.3031 1.9007 -0.042 0.051 -0.001
H -2.6392 -3.4042 0.7832 0.019 -0.013 -0.022
H -1.1404 -2.6230 -1.7629 -0.018 0.000 -0.065
H -1.4877 -4.2687 -1.2307 0.006 -0.001 0.009
H 0.1611 -3.8055 -1.6606 -0.034 0.017 -0.041
H 1.5894 -1.9209 -1.5657 -0.020 0.069 -0.049
H 3.3343 -3.6400 0.2669 0.012 -0.015 -0.032
H 3.2626 -3.6391 -1.4956 0.033 -0.027 0.018
H 1.8996 -4.2639 -0.5640 0.064 -0.018 0.025
H 3.9348 -1.2884 0.2698 -0.035 -0.026 -0.051
H 2.8123 -0.0494 -0.3059 0.057 0.106 -0.052
H 3.7451 -0.9951 -1.4590 0.054 0.029 -0.133
```
Positions in Å, forces in eV/Å.

(4)
Formula: C6H9N
Source: the Open Molecules 2025 dataset
Level of theory: wB97M-V/def2-TZVPD

Computed properties:
energy relative to the best compared isomer or geometry (same formula, charge and spin)	83.9	kcal/mol
LUMO level	1.14	eV

XYZ file:
```
16
Properties=species:S:1:pos:R:3:forces:R:3
C 1.8672 0.3255 0.2431 -0.074 0.498 -0.002
N 0.9665 -0.6553 -0.3654 -0.080 0.195 0.133
C 0.0176 -1.0757 0.6356 0.025 -0.204 0.246
C -1.0662 0.0427 0.7629 -0.377 0.173 0.147
C -0.8813 1.0480 -0.3832 0.078 0.084 0.016
C -0.2357 -0.1440 -1.1356 -0.071 0.090 -0.468
C -1.1437 -1.0710 -0.2648 -0.191 -0.323 -0.138
H 2.0876 0.0436 1.2817 -0.027 -0.183 -0.301
H 1.3200 1.2703 0.3071 0.517 0.228 0.114
H 2.8249 0.4686 -0.2639 -0.259 -0.113 -0.242
H 0.3390 -1.7970 1.3863 -0.417 0.403 0.156
H -1.7006 0.1940 1.6292 0.117 -0.261 -0.058
H -0.4117 2.0396 -0.2831 0.226 -0.436 0.154
H -1.8588 1.2275 -0.8523 0.188 -0.143 0.140
H -0.1749 -0.1583 -2.2235 0.151 0.039 0.165
H -1.9500 -1.7585 -0.4741 0.194 -0.048 -0.064
```
Positions in Å, forces in eV/Å.

(5)
Formula: C13H15F3NPdS6Sb
Source: the Open Molecules 2025 dataset
Level of theory: wB97M-V/def2-TZVPD

Computed properties:
energy relative to the best compared isomer or geometry (same formula, charge and spin)	0.9	kcal/mol
<S²>	2.018
spin multiplicity	3
LUMO level (spin up / spin down)	-0.11 / -1.35	eV

XYZ file:
```
40
Properties=species:S:1:pos:R:3:forces:R:3
Pd 0.4990 -0.5606 -0.9421 0.093 0.288 -0.188
F 0.9868 3.9149 2.1532 0.060 0.038 -0.002
C -0.0665 3.2342 2.6199 0.106 -0.136 -0.051
F -0.2473 3.6099 3.8990 -0.004 0.018 0.038
F -1.1444 3.6507 1.9372 -0.117 0.003 -0.045
C 0.1287 1.7439 2.5097 -0.033 0.077 0.069
C 0.0585 0.9508 3.6342 0.003 -0.015 0.076
C 0.2051 -0.4322 3.5373 -0.005 0.100 0.062
C 0.4157 -0.9645 2.2904 0.168 -0.029 -0.211
N 0.5026 -0.1963 1.1985 -0.209 -0.254 0.207
C 0.3620 1.1387 1.2604 0.037 0.098 -0.148
S 0.4533 1.8884 -0.2968 -0.046 0.088 0.205
H -0.1145 1.4102 4.5974 -0.002 0.013 0.001
H 0.1601 -1.0700 4.4078 -0.004 0.028 -0.008
H 0.5447 -2.0287 2.1361 -0.025 0.004 -0.037
C 3.0577 -0.5690 -4.2294 0.069 -0.086 -0.051
S 2.3895 0.4876 -2.9301 -0.028 0.167 -0.093
C 2.9407 -0.3256 -1.4820 -0.239 -0.464 0.205
C 2.5294 -1.5925 -1.0750 0.574 -0.096 -0.249
S 1.4513 -2.6844 -1.8852 0.037 0.273 0.180
S 3.2617 -2.1069 0.4371 -0.108 -0.306 0.032
C 4.0672 -0.6385 0.8585 -0.038 0.148 -0.002
S 4.8123 -0.3880 2.2878 0.074 -0.024 0.055
S 3.9852 0.5445 -0.3998 0.102 0.191 -0.022
H 2.9922 0.0159 -5.1459 -0.026 -0.049 -0.009
H 2.4824 -1.4877 -4.3164 0.008 0.016 0.010
H 4.1018 -0.7950 -4.0250 0.002 0.019 -0.005
C -3.1292 1.3280 -1.1792 -0.031 0.151 -0.029
Sb -2.0872 -0.5061 -1.1233 -0.263 -0.181 -0.077
C -2.9227 -1.2732 0.6648 -0.058 -0.024 0.128
C -3.2501 -1.6091 -2.5131 -0.066 -0.082 -0.081
H -4.1901 1.1390 -1.0142 0.025 0.041 0.002
H -2.9845 1.8098 -2.1449 -0.006 0.009 0.022
H -2.7264 1.9746 -0.4018 -0.048 0.033 -0.010
H -4.0102 -1.2147 0.6230 0.020 -0.003 0.020
H -2.5580 -0.6869 1.5081 -0.020 -0.020 0.022
H -2.6164 -2.3099 0.7946 -0.004 -0.006 0.024
H -4.3053 -1.5259 -2.2486 0.053 -0.021 -0.035
H -2.9425 -2.6538 -2.4834 -0.038 0.017 -0.028
H -3.0925 -1.2215 -3.5189 -0.014 -0.024 0.024
```
Positions in Å, forces in eV/Å.

Calculated total energy? In order: -38508.69880 -22880.13667 -107757.17594 -7854.51955 -98395.62918 eV.